61
Properties=species:S:1:pos:R:3:lowdin_charge:R:1 method="wB97M-V/def2-TZVPD" smiles="CCOC(=O)CN(C(=O)CN1CCC(n2nnc3cc(C)ccc32)CC1)c1ccccc1" spin_multiplicity=1 relative_energy_ev=2.0142 gap_ev=9.10
C -3.828 0.189 -1.990 -0.05
C -3.778 1.710 -2.015 -0.20
H -3.073 2.071 -2.767 0.12
H -4.774 2.118 -2.211 0.12
O -3.299 2.241 -0.776 -0.02
C -4.184 2.377 0.208 -0.48
O -5.347 2.084 0.129 0.12
C -3.560 2.992 1.455 -0.02
N -2.122 2.859 1.538 0.01
C -1.367 3.834 0.967 -0.43
O -1.864 4.852 0.527 0.08
C 0.136 3.585 0.900 -0.09
N 0.436 2.214 0.560 -0.18
C 0.115 1.904 -0.819 -0.16
C 0.149 0.395 -1.027 -0.11
H -0.080 0.156 -2.067 0.12
H -0.592 -0.074 -0.382 0.09
C 1.517 -0.170 -0.649 -0.26
N 1.481 -1.609 -0.706 -0.04
C 2.406 -2.477 -1.197 -0.16
C 3.631 -2.344 -1.842 -0.01
C 4.272 -3.507 -2.194 -0.05
C 3.740 -4.785 -1.927 -0.28
C 2.527 -4.916 -1.288 0.02
C 1.854 -3.752 -0.919 -0.22
N 0.665 -3.550 -0.286 0.07
N 0.469 -2.302 -0.169 0.06
H 2.099 -5.882 -1.073 0.12
C 4.522 -5.990 -2.354 -0.06
H 4.684 -5.976 -3.431 0.08
H 3.997 -6.905 -2.094 0.07
H 5.499 -5.999 -1.871 0.08
H 5.227 -3.449 -2.697 0.11
H 4.059 -1.376 -2.056 0.11
C 1.883 0.284 0.767 -0.10
C 1.784 1.801 0.881 -0.17
H 2.529 2.276 0.215 0.13
H 2.006 2.098 1.908 0.12
H 1.178 -0.169 1.465 0.10
H 2.893 -0.046 1.020 0.12
H 2.280 0.170 -1.360 0.15
H 0.821 2.397 -1.515 0.13
H -0.888 2.279 -1.030 0.11
H 0.546 4.310 0.176 0.14
H 0.569 3.815 1.876 0.12
C -1.612 1.700 2.175 -0.22
C -0.798 1.822 3.296 -0.02
C -0.319 0.690 3.930 -0.08
C -0.662 -0.569 3.466 -0.09
C -1.511 -0.694 2.379 -0.07
C -1.996 0.436 1.744 -0.02
H -2.667 0.337 0.905 0.11
H -1.783 -1.672 2.015 0.11
H -0.278 -1.451 3.955 0.10
H 0.320 0.792 4.795 0.10
H -0.547 2.803 3.671 0.12
H -3.789 4.065 1.416 0.14
H -4.036 2.556 2.336 0.15
H -4.546 -0.146 -1.245 0.08
H -4.139 -0.178 -2.963 0.08
H -2.849 -0.222 -1.753 0.06

61
Properties=species:S:1:pos:R:3:lowdin_charge:R:1 method="wB97M-V/def2-TZVPD" smiles=CC[C@H](CO)Nc1nc(NCc2ccc(-c3ccccn3)cc2)c2ncn(C(C)C)c2n1 spin_multiplicity=1 gap_ev=8.22
C 3.162 1.951 -4.340 -0.10
C 3.844 1.527 -3.045 -0.22
H 4.801 2.045 -2.943 0.12
H 4.044 0.454 -3.089 0.11
C 2.989 1.806 -1.806 -0.32
N 3.482 0.994 -0.712 0.08
C 2.787 0.673 0.403 -0.38
N 3.424 -0.109 1.274 0.18
C 2.673 -0.423 2.332 -0.23
N 2.989 -1.200 3.408 0.01
C 1.867 -1.214 4.192 -0.14
N 0.877 -0.524 3.718 0.12
C 1.349 -0.005 2.538 -0.17
C 0.789 0.831 1.556 -0.26
N 1.539 1.158 0.503 0.16
N -0.451 1.336 1.689 0.08
H -0.983 0.965 2.461 0.15
C -1.171 2.029 0.646 -0.12
C -2.145 1.126 -0.068 -0.20
C -1.714 -0.094 -0.577 -0.02
C -2.595 -0.943 -1.218 -0.02
C -3.933 -0.587 -1.373 -0.17
C -4.358 0.646 -0.880 -0.02
C -3.477 1.486 -0.229 -0.03
H -3.823 2.435 0.154 0.11
H -5.391 0.925 -1.014 0.11
C -4.902 -1.462 -2.046 -0.24
N -5.951 -0.858 -2.604 0.11
C -6.855 -1.588 -3.225 -0.14
C -6.785 -2.969 -3.331 -0.07
C -5.708 -3.609 -2.737 -0.07
C -4.753 -2.851 -2.085 -0.02
H -3.918 -3.327 -1.595 0.11
H -5.617 -4.685 -2.779 0.11
H -7.549 -3.524 -3.853 0.10
H -7.678 -1.035 -3.659 0.10
H -2.230 -1.875 -1.622 0.11
H -0.676 -0.374 -0.470 0.11
H -0.431 2.410 -0.062 0.11
H -1.701 2.878 1.088 0.13
H 1.833 -1.759 5.116 0.12
C 4.252 -1.857 3.656 -0.37
C 5.357 -0.810 3.773 -0.05
H 5.140 -0.115 4.581 0.08
H 5.423 -0.255 2.841 0.07
H 6.311 -1.291 3.971 0.08
C 4.545 -2.844 2.529 -0.05
H 4.599 -2.304 1.587 0.07
H 5.490 -3.348 2.708 0.08
H 3.756 -3.591 2.461 0.08
H 4.146 -2.396 4.606 0.14
H 4.453 0.729 -0.708 0.14
H 1.951 1.504 -1.995 0.15
C 2.979 3.298 -1.422 -0.23
O 1.834 3.655 -0.698 -0.08
H 1.639 2.911 -0.095 0.03
H 3.890 3.519 -0.842 0.13
H 2.983 3.925 -2.318 0.11
H 2.953 3.017 -4.344 0.07
H 2.223 1.419 -4.466 0.08
H 3.802 1.727 -5.191 0.07

60
Properties=species:S:1:pos:R:3:lowdin_charge:R:1 method="wB97M-V/def2-TZVPD" spin_multiplicity=1 relative_energy_ev=26.5934 gap_ev=7.05
C -5.944 -0.614 -1.526 -0.01
C -5.708 -1.933 -1.692 -0.18
C -4.534 -2.609 -1.183 -0.42
H -4.194 -3.324 -1.995 0.16
H -4.993 -3.550 -0.509 0.20
O -3.747 -1.954 -0.534 0.11
C -2.814 -1.570 -1.234 -0.25
O -2.612 -1.770 -2.671 -0.07
C -1.853 -0.482 -0.806 -0.03
C -0.580 -0.233 -1.252 0.13
C 0.280 0.967 -0.581 -0.20
C 1.581 0.215 -0.571 0.00
C 2.188 -0.810 0.441 0.03
N 3.479 -0.974 0.323 0.06
C 4.244 -1.858 0.973 -0.47
O 5.306 -2.191 0.912 0.17
C 3.655 -2.427 2.456 0.07
H 4.297 -2.929 3.031 0.01
H 2.824 -2.739 2.152 -0.06
H 3.331 -1.347 3.119 0.16
C 3.764 -0.575 -1.061 -0.29
C 4.863 -0.618 -1.542 -0.01
C 5.035 0.010 -2.881 -0.01
C 3.905 0.677 -3.269 -0.26
C 2.800 0.942 -2.962 0.05
C 2.802 0.192 -1.479 0.01
H 1.982 1.149 -3.122 -0.02
H 4.091 1.247 -4.449 0.18
H 5.861 -0.235 -3.416 0.06
H 5.845 -1.319 -1.238 0.20
H 1.672 -0.775 1.411 0.11
H 0.437 1.575 -1.428 0.13
C -0.201 1.381 0.735 -0.26
C -0.958 2.554 0.450 -0.21
C -0.001 3.759 0.178 -0.14
H 0.566 3.890 -0.752 0.11
C -0.674 5.176 -0.020 0.06
O -1.292 5.511 1.655 -0.06
H -0.618 5.570 2.076 -0.17
H -0.121 6.091 -0.064 0.11
H -1.447 5.058 -0.401 -0.03
H 0.670 3.927 1.183 0.17
H -1.742 2.530 -0.322 0.15
H -1.559 2.811 1.388 0.15
C -1.328 0.423 1.294 -0.33
O -0.364 -0.806 1.839 -0.22
C -1.240 -1.782 2.610 -0.18
C -0.313 -2.988 3.020 -0.01
H -1.012 -3.479 3.420 -0.01
H 0.232 -2.430 3.671 0.05
H 0.006 -3.266 2.051 0.08
H -2.123 -1.972 1.880 0.13
H -1.563 -1.112 3.350 0.08
O -2.185 -0.112 0.589 0.03
H -1.642 0.790 2.312 0.18
H 0.627 1.581 1.638 0.23
H -0.359 -0.690 -2.254 0.15
H -6.692 -2.536 -2.108 0.17
H -6.824 -0.011 -1.995 0.09
H -5.104 -0.010 -0.843 0.12

68
Properties=species:S:1:pos:R:3:lowdin_spin:R:1 method="wB97M-V/def2-TZVPD" spin_multiplicity=2 relative_energy_ev=1.0872 gap_ev="7.62 / 8.17"
Ca -0.078 0.573 0.952 0.09
C 4.119 2.002 1.477 0.00
C 2.759 2.285 1.654 0.00
N 2.021 1.621 0.774 0.00
N 2.877 0.915 0.009 0.00
C 4.145 1.113 0.425 0.00
B 2.341 -0.109 -1.023 0.00
N 1.962 -1.379 -0.176 0.00
C 2.369 -2.661 -0.310 0.00
C 1.949 -3.371 0.796 0.00
C 1.278 -2.432 1.578 0.01
N 1.288 -1.240 0.994 0.03
N 1.132 0.508 -1.778 0.00
C 1.009 0.681 -3.111 0.01
C -0.194 1.310 -3.357 0.00
C -0.763 1.488 -2.090 0.01
N 0.047 1.006 -1.156 0.02
N 3.389 -0.389 -2.102 0.00
C 4.348 0.447 -2.577 0.00
C 4.861 -0.097 -3.726 0.00
C 4.124 -1.282 -3.902 0.00
N 3.236 -1.440 -2.938 0.00
H 4.954 2.388 2.034 0.00
H 2.301 2.953 2.366 0.00
H 4.980 0.611 -0.035 0.00
H 2.901 -2.978 -1.184 0.00
H 2.120 -4.413 1.003 0.00
H 0.785 -2.571 2.529 0.00
H 1.765 0.352 -3.804 0.00
H -0.601 1.592 -4.312 0.00
H -1.708 1.926 -1.809 0.00
H 4.585 1.377 -2.087 0.00
H 5.646 0.290 -4.353 0.00
H 4.200 -2.015 -4.689 0.00
C -1.374 0.796 4.911 0.00
C -0.905 1.606 3.712 0.00
C -0.432 2.993 4.129 0.00
O 0.160 0.893 3.034 0.00
C -2.074 1.792 2.682 0.00
O -3.147 2.167 3.126 0.00
O -1.760 1.544 1.469 0.01
H -0.600 0.756 5.682 0.00
H -1.616 -0.220 4.596 0.00
H -2.267 1.255 5.329 0.00
H 0.373 2.931 4.868 0.00
H -1.268 3.530 4.573 0.00
H -0.083 3.549 3.257 0.00
H 0.954 0.960 3.578 0.00
C -2.208 -3.153 0.572 0.09
Si -1.779 -1.642 -0.505 0.48
C -0.911 -2.261 -2.075 0.07
C -3.361 -0.711 -0.931 0.07
C -3.799 -0.592 -2.252 0.02
C -4.978 0.076 -2.553 0.00
C -5.728 0.652 -1.537 0.02
C -5.295 0.559 -0.221 0.00
C -4.123 -0.116 0.078 0.02
H -3.002 -3.730 0.090 0.01
H -2.553 -2.870 1.568 0.00
H -1.342 -3.808 0.683 0.00
H -1.457 -3.112 -2.493 0.01
H 0.111 -2.585 -1.875 0.00
H -0.862 -1.482 -2.838 0.00
H -3.217 -1.030 -3.056 0.00
H -5.308 0.149 -3.582 0.00
H -6.646 1.176 -1.773 0.00
H -5.862 1.025 0.575 0.00
H -3.788 -0.159 1.107 0.00

68
Properties=species:S:1:pos:R:3:lowdin_spin:R:1 method="wB97M-V/def2-TZVPD" spin_multiplicity=2 total_charge=+2 relative_energy_ev=0.2692 gap_ev="8.51 / 8.94"
Cr -0.480 -0.391 -0.160 1.00
C 2.468 -1.151 -0.607 0.00
N 1.404 -0.299 -1.169 -0.01
C 1.790 1.141 -1.088 0.00
C 0.605 1.959 -1.509 0.00
C 0.706 3.245 -2.001 0.00
C -0.442 3.874 -2.449 0.00
C -1.642 3.180 -2.428 0.00
C -1.662 1.908 -1.899 0.00
N -0.565 1.314 -1.411 0.00
C 1.187 -0.700 -2.588 0.00
C 0.147 -1.770 -2.665 0.00
C 0.070 -2.672 -3.712 0.00
C -0.987 -3.564 -3.748 0.00
C -1.934 -3.536 -2.734 0.00
C -1.778 -2.627 -1.708 0.00
N -0.753 -1.762 -1.671 0.00
C 2.550 -0.830 0.853 0.00
C 3.660 -1.070 1.645 0.00
C 3.602 -0.656 2.966 0.00
C 2.465 -0.003 3.424 0.00
C 1.406 0.191 2.557 0.00
N 1.443 -0.236 1.291 -0.01
H 3.408 -0.954 -1.135 0.00
H 2.199 -2.197 -0.782 0.00
H 2.652 1.329 -1.736 0.00
H 2.064 1.377 -0.059 0.00
H 1.669 3.733 -2.046 0.00
H -0.396 4.881 -2.840 0.00
H -2.552 3.615 -2.815 0.00
H -2.570 1.327 -1.886 0.00
H 2.127 -1.023 -3.043 0.00
H 0.835 0.163 -3.153 0.00
H 0.822 -2.662 -4.488 0.00
H -1.074 -4.274 -4.560 0.00
H -2.775 -4.213 -2.728 0.00
H -2.474 -2.565 -0.884 0.00
H 4.544 -1.543 1.241 0.00
H 4.443 -0.817 3.625 0.00
H 2.402 0.365 4.437 0.00
H 0.513 0.715 2.867 0.00
C -4.979 -0.323 -0.026 0.00
S -3.544 0.633 0.362 0.01
C -3.684 0.688 2.125 0.00
O -2.407 -0.399 0.071 0.01
H -4.941 -1.265 0.518 0.00
H -4.988 -0.483 -1.101 0.00
H -5.851 0.261 0.264 0.00
H -4.637 1.166 2.348 0.00
H -2.871 1.289 2.515 0.00
H -3.661 -0.335 2.499 0.00
F -0.474 0.990 1.251 0.00
B -0.673 2.465 1.606 0.00
F -1.017 2.405 2.934 0.00
F -1.692 2.872 0.787 0.00
F 0.532 3.031 1.334 0.00
C -0.402 -5.394 2.329 0.00
N -0.544 -3.952 2.133 0.00
C -0.976 -3.042 3.068 0.00
C -0.982 -1.834 2.453 0.00
N -0.559 -1.992 1.148 -0.01
C -0.319 -3.282 0.998 0.01
H -0.095 -5.578 3.355 0.00
H 0.369 -5.768 1.660 0.00
H -1.347 -5.896 2.131 0.00
H -1.219 -3.335 4.073 0.00
H -1.225 -0.867 2.852 0.00
H 0.049 -3.759 0.106 0.00

84
Properties=species:S:1:pos:R:3:lowdin_charge:R:1 method="wB97M-V/def2-TZVPD" smiles="CCOC(=O)C(F)(F)F.CCOC(=O)C(F)(F)F.CCOC(=O)C(F)(F)F.CCOC(=O)C(F)(F)F.CCOC(=O)C(F)(F)F.CCOC(=O)C(F)(F)F" spin_multiplicity=1 relative_energy_ev=2.3275 gap_ev=11.08
C -27.443 -3.979 -13.606 -0.07
C -27.030 -3.116 -14.801 -0.16
O -28.147 -2.176 -15.017 0.03
C -27.730 -0.988 -15.432 -0.36
O -26.594 -0.613 -15.580 0.14
C -28.993 -0.111 -15.866 -0.54
F -30.100 -0.815 -15.985 0.18
F -29.267 0.872 -15.003 0.16
F -28.719 0.471 -17.048 0.15
H -28.525 -4.172 -13.607 0.08
H -27.225 -3.371 -12.685 0.09
H -26.739 -4.810 -13.578 0.08
H -26.974 -3.798 -15.645 0.13
H -26.088 -2.578 -14.645 0.11
C -29.574 -6.388 -11.391 -0.08
C -29.153 -5.689 -10.157 -0.20
O -28.049 -6.428 -9.530 0.05
C -27.778 -5.952 -8.334 -0.38
O -28.216 -5.002 -7.681 0.14
C -26.473 -6.579 -7.718 -0.45
F -26.671 -6.799 -6.398 0.15
F -26.201 -7.832 -8.314 0.08
F -25.398 -5.805 -7.977 0.15
H -28.699 -6.653 -12.011 0.08
H -30.272 -5.739 -12.002 0.11
H -30.014 -7.376 -11.192 0.08
H -29.960 -5.566 -9.416 0.13
H -28.797 -4.661 -10.365 0.14
C -19.727 -5.176 -9.217 -0.06
C -20.249 -3.853 -8.755 -0.18
O -19.495 -3.447 -7.535 0.04
C -18.796 -2.350 -7.480 -0.39
O -18.704 -1.451 -8.295 0.13
C -17.896 -2.373 -6.195 -0.55
F -16.797 -3.098 -6.415 0.17
F -17.586 -1.121 -5.952 0.18
F -18.498 -2.939 -5.126 0.15
H -18.675 -5.034 -9.514 0.09
H -20.373 -5.541 -10.056 0.08
H -19.864 -5.893 -8.375 0.10
H -21.306 -4.006 -8.431 0.13
H -20.173 -3.091 -9.478 0.10
C -23.711 1.692 -13.294 -0.04
C -23.961 0.479 -14.232 -0.17
O -22.786 -0.341 -14.356 0.02
C -22.745 -1.508 -13.737 -0.38
O -23.645 -2.148 -13.296 0.15
C -21.212 -1.827 -13.594 -0.53
F -21.052 -2.937 -12.885 0.16
F -20.635 -1.920 -14.810 0.17
F -20.629 -0.895 -12.839 0.17
H -24.660 2.238 -13.225 0.09
H -22.885 2.234 -13.759 0.09
H -23.510 1.465 -12.281 0.05
H -24.086 0.996 -15.205 0.13
H -24.755 -0.284 -13.871 0.13
C -23.315 -5.327 -11.317 -0.08
C -24.219 -4.207 -11.088 -0.19
O -23.378 -3.197 -10.352 0.00
C -24.075 -2.066 -10.068 -0.33
O -25.244 -1.913 -10.446 0.12
C -23.099 -0.963 -9.596 -0.49
F -23.791 0.175 -9.255 0.14
F -22.475 -1.434 -8.480 0.14
F -22.245 -0.633 -10.560 0.18
H -22.921 -5.691 -10.401 0.06
H -22.489 -5.107 -11.980 0.08
H -23.736 -6.238 -11.783 0.10
H -25.150 -4.493 -10.490 0.14
H -24.529 -3.793 -12.062 0.10
C -19.699 1.922 -8.214 -0.05
C -19.720 2.612 -9.560 -0.15
O -20.301 3.961 -9.441 0.04
C -21.558 4.041 -9.171 -0.40
O -22.360 3.220 -8.763 0.13
C -21.994 5.617 -9.173 -0.54
F -23.067 5.834 -9.997 0.13
F -22.276 5.925 -7.952 0.20
F -21.010 6.447 -9.527 0.15
H -19.292 2.660 -7.509 0.10
H -18.951 1.103 -8.239 0.08
H -20.658 1.514 -7.941 0.07
H -20.210 2.145 -10.368 0.11
H -18.685 2.815 -9.833 0.13

67
Properties=species:S:1:pos:R:3:lowdin_charge:R:1 method="wB97M-V/def2-TZVPD" spin_multiplicity=1 total_charge=-2 relative_energy_ev=2.3703 gap_ev="3.44 / 3.47"
C 0.245 -0.122 -7.235 -0.24
C 0.077 -0.639 -5.786 -0.08
C -0.216 1.341 -7.263 -0.05
C -0.950 1.653 -5.918 -0.18
H -0.885 1.495 -8.114 0.12
H 0.643 1.998 -7.442 0.12
C -1.097 0.129 -5.240 -0.20
H 1.014 -0.444 -5.243 0.13
H -0.080 -1.728 -5.791 0.14
C -1.639 -0.349 -3.836 -0.32
H -1.949 -0.201 -5.866 0.13
H -2.010 1.890 -6.132 0.13
C -0.369 2.910 -5.428 -0.34
C 1.653 -0.408 -7.731 -0.41
C -0.527 -0.925 -8.284 -0.44
O -1.181 -0.427 -9.188 0.09
O 2.606 -0.606 -6.992 0.12
O 1.740 -0.477 -9.073 -0.03
O -0.397 -2.256 -8.146 -0.02
C -0.941 -2.955 -9.271 -0.05
H -0.756 -4.008 -9.073 0.09
H -0.440 -2.631 -10.190 0.10
H -2.009 -2.744 -9.363 0.09
C 3.063 -0.789 -9.517 -0.05
H 3.779 -0.065 -9.111 0.10
H 3.024 -0.744 -10.606 0.09
H 3.352 -1.794 -9.181 0.10
O -0.808 -0.500 -2.680 -0.45
H -2.034 -1.376 -3.973 0.10
H -2.517 0.284 -3.571 0.10
C -1.205 4.021 -4.961 -0.08
C 1.086 3.086 -5.238 -0.12
H 1.510 3.731 -6.030 0.07
H 1.683 2.160 -5.205 0.07
H 1.275 3.628 -4.294 0.07
H -0.902 4.327 -3.945 0.08
H -2.271 3.764 -4.935 0.08
H -1.073 4.900 -5.616 0.08
In 0.205 1.099 -2.116 0.84
C -1.795 -0.087 1.368 -0.09
C -2.506 0.041 0.138 -0.14
C -2.440 -1.210 -0.537 -0.09
H -3.047 0.920 -0.196 0.09
C -1.685 -2.112 0.266 -0.11
C -1.314 -1.424 1.456 -0.10
H -0.739 -1.830 2.284 0.09
H -1.673 0.690 2.114 0.09
H -2.880 -1.431 -1.503 0.09
H -1.448 -3.144 0.008 0.08
C 2.372 0.485 0.343 -0.23
C 2.011 -0.441 1.351 -0.20
C 1.925 -1.730 0.754 -0.22
H 1.840 -0.194 2.398 0.06
C 2.243 -1.604 -0.626 -0.20
C 2.530 -0.228 -0.887 -0.27
H 2.865 0.198 -1.836 0.04
H 2.538 1.548 0.477 0.06
H 1.651 -2.650 1.265 0.05
H 2.264 -2.406 -1.364 0.06
F 0.375 5.197 1.285 0.10
C 0.741 3.924 1.049 -0.61
F 1.896 3.930 0.332 0.10
F 0.987 3.308 2.233 0.10
S -0.583 2.980 0.133 0.47
O 0.052 1.619 0.063 -0.46
O -1.732 3.018 0.998 -0.30
O -0.673 3.582 -1.195 -0.40